# 1
This record from the Open Molecules 2025 dataset describes 3 unconnected molecules or ions with the total composition C27H45Br2ClNO10. The level of theory is ωB97M-V/def2-TZVPD.

## Properties
HOMO-LUMO gap (eV): 6.48
Charge: +1
Calculated total energy (Eh): -7470.59734

Geometry (Å):
C  6.7694  -0.0376  3.3745
C  6.0054  1.2644  3.9474
O  6.0569  1.5617  5.1559
O  5.2230  2.0317  2.9787
C  4.2783  1.1574  2.3566
O  3.6630  0.3332  3.0885
C  4.0044  1.2968  0.7581
N  2.5686  0.9927  0.5354
C  2.1790  -0.3939  0.2452
C  3.2005  -1.6176  0.1451
C  2.6065  -3.0419  0.6040
C  2.6075  -4.0127  -0.6852
C  1.4402  -5.1078  -0.7020
O  1.4975  -6.1646  -0.0237
O  0.3206  -4.8475  -1.5863
C  0.6634  -0.7412  0.0087
C  -0.4294  0.3566  0.1253
Cl  -2.1494  -0.1780  -0.1364
C  0.0267  1.8001  0.4796
C  -1.1061  2.9187  0.6436
Br  -0.8672  4.4692  -0.6278
C  -1.2933  3.4329  2.1869
C  -2.8532  3.8567  2.4480
Br  -0.8946  1.8908  3.3733
C  1.5717  2.0648  0.6558
C  2.0162  3.5779  1.0239
C  2.6863  4.3347  -0.2497
C  3.6579  5.5534  0.1828
O  3.2964  6.1676  1.4437
H  6.0138  -0.9054  3.4701
H  6.9401  0.1695  2.2473
H  7.7532  -0.2580  3.9052
H  4.7353  0.5779  0.2578
H  4.3249  2.3551  0.4776
H  3.5806  -1.6761  -0.9468
H  4.1064  -1.3917  0.8110
H  1.6183  -2.9971  1.1726
H  3.3757  -3.4938  1.3426
H  3.6020  -4.6056  -0.6460
H  2.5657  -3.4479  -1.6823
H  -0.0783  -3.9934  -1.2966
H  0.3513  -1.8121  -0.2382
H  -2.1432  2.4890  0.3616
H  -0.6854  4.3779  2.4113
H  -3.5358  3.5814  1.5686
H  -3.2240  3.3750  3.4248
H  -2.8873  5.0038  2.5642
H  1.1472  4.2221  1.3801
H  2.8262  3.5870  1.8458
H  3.3497  3.6174  -0.8741
H  1.9235  4.7664  -0.9796
H  3.5269  6.3733  -0.6291
H  4.7668  5.2392  0.1133
H  3.7597  7.0424  1.4475
C  -2.4816  1.9462  -4.0918
O  -2.0520  0.5917  -4.0600
C  -3.1441  -0.3254  -4.1226
C  -3.3188  -0.8927  -5.5276
O  -3.7201  0.1184  -6.4491
C  -2.6368  0.5989  -7.2340
H  -1.6153  2.5737  -4.3106
H  -3.2380  2.1180  -4.8602
H  -2.8822  2.2299  -3.1121
H  -4.0687  0.1449  -3.7704
H  -2.9069  -1.1494  -3.4396
H  -4.1170  -1.6410  -5.5071
H  -2.4032  -1.3897  -5.8694
H  -2.3995  -0.1256  -8.0184
H  -1.7458  0.7899  -6.6297
H  -2.9444  1.5357  -7.7021
C  -2.8103  -2.6705  2.3298
O  -3.3075  -3.2022  1.1094
C  -3.3957  -4.6276  1.1344
C  -4.8247  -5.0952  1.3897
O  -5.2599  -4.7418  2.7009
C  -6.0859  -3.5852  2.7056
H  -3.0184  -1.5987  2.3452
H  -3.2838  -3.1284  3.2004
H  -1.7255  -2.8184  2.3815
H  -2.7064  -5.0478  1.8748
H  -3.0826  -4.9834  0.1463
H  -4.8528  -6.1872  1.3273
H  -5.5110  -4.6992  0.6318
H  -7.0908  -3.8480  2.3629
H  -5.6802  -2.7891  2.0753
H  -6.1495  -3.2160  3.7308



# 2
This record from the Open Molecules 2025 dataset describes a gas-phase ion, C5H11N6 (charge +1). The level of theory is ωB97M-V/def2-TZVPD.

## Properties
HOMO-LUMO gap (eV): 8.80
Charge: +1
Calculated total energy (Eh): -525.45871
SMILES: N/[NH+]=c1\[nH]c(N)cc(N)c1N

Geometry (Å):
N  -3.1494  0.0580  0.0216
N  -2.0554  0.9231  -0.0897
C  -0.7989  0.4141  -0.0406
N  -0.7674  -1.0626  -0.0088
C  0.3907  -1.7369  -0.0299
N  0.3568  -3.0802  -0.0605
C  1.5759  -1.0194  -0.0200
C  1.6024  0.3778  -0.0200
N  2.7964  1.0046  0.0238
C  0.3833  1.1173  -0.0266
N  0.3686  2.5176  -0.1065
H  -3.8012  0.2068  -0.7463
H  -3.6446  0.1872  0.9018
H  -2.1760  1.9279  -0.1116
H  -1.6953  -1.4702  -0.0334
H  1.2105  -3.5987  0.0216
H  -0.5102  -3.5844  -0.0191
H  2.5095  -1.5558  -0.0248
H  3.6320  0.4514  -0.0220
H  2.8935  1.9932  -0.1175
H  1.2509  2.9633  0.0948
H  -0.3719  2.9658  0.4137



# 3
This record from the Open Molecules 2025 dataset describes C16H17N3O5S in the gas phase. The level of theory is ωB97M-V/def2-TZVPD.

## Properties
HOMO-LUMO gap (eV): 9.01
Calculated total energy (Eh): -1558.49369
SMILES: Cc1cccc(C(=O)NCCc2ccc(S(N)(=O)=O)cc2)c1[N+](=O)[O-]

Geometry (Å):
C  -3.7024  -3.4395  -0.8543
C  -3.3923  -2.0457  -1.2867
C  -4.3977  -1.0835  -1.3105
C  -4.1465  0.2194  -1.6987
C  -2.8720  0.6027  -2.0846
C  -1.8435  -0.3244  -2.0657
C  -0.4931  0.0429  -2.6297
O  -0.1359  -0.3708  -3.7103
N  0.1868  0.9450  -1.8890
C  1.5446  1.3106  -2.2183
C  2.5662  0.4892  -1.4128
C  2.4194  0.7727  0.0528
C  1.6043  -0.0381  0.8389
C  1.4065  0.2555  2.1769
C  2.0266  1.3613  2.7219
S  1.7914  1.7219  4.4466
N  3.0357  0.8156  5.1336
O  0.5429  1.1664  4.8851
O  2.0687  3.1076  4.6932
C  2.8422  2.1770  1.9644
C  3.0347  1.8818  0.6261
C  -2.1089  -1.6363  -1.6646
N  -0.9869  -2.5328  -1.5998
O  -1.1576  -3.7097  -1.8117
O  0.0828  -2.0354  -1.2968
H  -2.9745  -3.8076  -0.1337
H  -4.6939  -3.4859  -0.4116
H  -3.6671  -4.1115  -1.7107
H  -5.3966  -1.3690  -1.0172
H  -4.9494  0.9405  -1.7076
H  -2.6743  1.6115  -2.4119
H  -0.1090  1.1142  -0.9393
H  1.6779  2.3784  -2.0235
H  1.6720  1.1124  -3.2843
H  2.3836  -0.5675  -1.6091
H  3.5677  0.7501  -1.7552
H  1.1342  -0.9005  0.3903
H  0.7713  -0.3475  2.8058
H  3.6929  1.3994  5.6244
H  2.6814  0.0822  5.7256
H  3.2993  3.0344  2.4317
H  3.6685  2.5131  0.0204



# 4
This record from the Open Molecules 2025 dataset describes 2 unconnected molecules or ions with the total composition C3H4N2O. The level of theory is ωB97M-V/def2-TZVPD.

## Properties
HOMO-LUMO gap (eV): 10.10
Calculated total energy (Eh): -301.28547
SMILES: C#[N+][O-].C#CN

Geometry (Å):
C  1.8041  0.3998  0.1619
N  2.3344  1.4304  0.1508
O  2.9093  2.4912  0.1406
H  1.1729  -0.4739  0.1656
C  -1.9902  0.6599  -0.2631
C  -1.4097  -0.3849  -0.1212
N  -0.6703  -1.5243  0.0460
H  -2.5222  1.5760  -0.3904
H  -0.6960  -2.1304  -0.7667
H  -0.9323  -2.0438  0.8767



# 5
This record from the Open Molecules 2025 dataset describes 2 unconnected molecules or ions with the total composition C10H11Cl2O2. The level of theory is ωB97M-V/def2-TZVPD.

## Properties
HOMO-LUMO gap (eV): 7.28
Charge: -1
Calculated total energy (Eh): -1458.36757

Geometry (Å):
C  1.3046  -1.1741  -3.1332
C  1.7543  1.7539  -1.0987
C  1.9624  -0.8826  -2.1225
C  0.8429  1.5621  0.0333
C  -1.7864  -0.9145  -1.2577
C  -0.6004  -0.7166  -0.2289
C  0.0006  0.5484  0.1123
C  -0.7228  -0.2144  1.1685
C  -2.1862  0.2638  1.6048
C  0.0669  -0.8146  2.4553
O  -2.8745  -1.0945  -0.7706
O  -1.4670  -0.8616  -2.4393
Cl  2.8196  -1.6439  -0.7957
Cl  0.7588  2.8905  1.2984
H  2.7846  1.8616  -0.7171
H  0.6677  -0.8559  -3.9294
H  1.5769  2.7344  -1.5910
H  1.5998  0.8938  -1.7237
H  0.0883  -1.5813  -0.2550
H  -2.8402  -0.3144  1.0181
H  -2.3325  1.4563  1.5597
H  -2.2698  -0.1501  2.6239
H  0.9352  -1.5591  2.2037
H  -0.6136  -1.2595  3.0750
H  0.5308  0.0726  2.9096



# 6
This record from the Open Molecules 2025 dataset describes 5 unconnected molecules or ions with the total composition C66H49F4NO11P. The level of theory is ωB97M-V/def2-TZVPD.

## Properties
HOMO-LUMO gap (eV): 5.86
Charge: +1
Calculated total energy (Eh): -4167.61360

Geometry (Å):
C  3.2546  -1.1113  -1.8205
C  3.1517  -1.4373  -3.3086
C  4.5024  -1.8898  -3.9201
F  5.4881  -1.3182  -3.1897
C  4.5749  -1.3885  -5.3717
C  3.3655  -1.9499  -6.1116
N  3.6251  -2.0508  -7.3409
C  4.9615  -1.5430  -7.6530
C  5.0723  -0.0140  -7.9258
C  3.7514  0.7629  -7.9273
C  2.7606  0.3084  -8.9699
F  2.2538  1.2808  -9.6558
F  3.2646  -0.5802  -9.8118
F  1.7161  -0.3023  -8.3556
C  5.6335  -1.9857  -6.3287
P  7.4056  -1.5927  -6.1675
O  7.8407  -0.6068  -7.1237
O  8.1909  -2.9679  -6.4128
O  7.7741  -1.1717  -4.6953
H  3.5126  -0.0670  -1.7302
H  3.9532  -1.7378  -1.2864
H  2.2811  -1.2152  -1.3576
H  2.8997  -0.5094  -3.8198
H  2.3882  -2.1810  -3.5061
H  4.5975  -2.9736  -3.8776
H  4.5499  -0.3109  -5.3008
H  2.4170  -2.2589  -5.7102
H  2.9983  -2.3921  -8.0630
H  5.4855  -1.9924  -8.4861
H  5.6780  0.4120  -7.1406
H  5.6031  0.1848  -8.8434
H  4.0020  1.7894  -8.1673
H  3.2952  0.8153  -6.9511
H  5.5004  -3.0652  -6.3403
H  7.5920  -3.7249  -6.4902
H  8.5760  -1.6472  -4.4197
C  -4.3108  -2.5796  -4.6313
C  -3.0667  -1.9708  -4.7612
C  -2.2868  -1.7391  -3.6414
C  -2.7504  -2.1038  -2.3836
C  -4.0084  -2.6933  -2.2522
C  -4.7804  -2.9391  -3.3802
C  -4.5473  -3.0494  -0.9079
O  -5.6384  -3.5661  -0.7980
C  -3.7166  -2.7466  0.2880
C  -4.2210  -3.0185  1.5526
C  -3.4541  -2.7540  2.6746
C  -2.1753  -2.2244  2.5406
C  -1.6689  -1.9471  1.2824
C  -2.4382  -2.1975  0.1524
C  -1.8932  -1.8636  -1.1886
O  -0.7742  -1.4007  -1.3116
H  -4.9162  -2.7674  -5.5083
H  -2.7074  -1.6780  -5.7397
H  -1.3176  -1.2688  -3.7401
H  -5.7497  -3.4071  -3.2759
H  -5.2141  -3.4337  1.6577
H  -3.8499  -2.9621  3.6597
H  -1.5797  -2.0253  3.4214
H  -0.6765  -1.5311  1.1766
C  -6.4553  -0.5406  8.0207
C  -6.0963  -1.0925  6.7952
C  -4.7788  -1.0506  6.3731
C  -3.8131  -0.4469  7.1681
C  -4.1783  0.1278  8.3884
C  -5.4986  0.0684  8.8145
C  -3.1698  0.8223  9.2358
O  -3.4832  1.3179  10.2971
C  -1.7663  0.9010  8.7428
C  -0.8213  1.5913  9.4899
C  0.4897  1.6619  9.0519
C  0.8652  1.0352  7.8681
C  -0.0735  0.3501  7.1168
C  -1.3935  0.2872  7.5452
C  -2.3982  -0.4252  6.7097
O  -2.0679  -0.9720  5.6742
H  -7.4845  -0.5821  8.3559
H  -6.8479  -1.5576  6.1706
H  -4.4984  -1.4830  5.4229
H  -5.7775  0.5020  9.7651
H  -1.1137  2.0751  10.4118
H  1.2234  2.2045  9.6335
H  1.8924  1.0859  7.5311
H  0.2161  -0.1340  6.1944
C  -10.5913  -3.4322  13.3685
C  -11.6079  -3.0186  14.2233
C  -12.1857  -1.7710  14.0637
C  -11.7425  -0.9256  13.0554
C  -10.7065  -1.3320  12.2112
C  -10.1412  -2.5914  12.3657
C  -10.1852  -0.4238  11.1540
O  -9.2872  -0.7794  10.4165
C  -10.7841  0.9331  11.0269
C  -10.2756  1.8171  10.0837
C  -10.8310  3.0770  9.9461
C  -11.9043  3.4579  10.7449
C  -12.4121  2.5835  11.6899
C  -11.8497  1.3230  11.8411
C  -12.3862  0.4065  12.8855
O  -13.3207  0.7388  13.5835
H  -10.1470  -4.4114  13.4900
H  -11.9502  -3.6733  15.0139
H  -12.9796  -1.4500  14.7240
H  -9.3475  -2.9094  11.7037
H  -9.4432  1.5196  9.4606
H  -10.4299  3.7657  9.2140
H  -12.3416  4.4412  10.6312
H  -13.2434  2.8795  12.3149
C  11.3195  0.5965  -8.4066
C  10.2990  1.0462  -7.5754
C  9.6571  2.2402  -7.8490
C  10.0370  2.9975  -8.9484
C  11.0778  2.5584  -9.7699
C  11.7094  1.3513  -9.5003
C  11.5330  3.3784  -10.9270
O  12.4331  2.9950  -11.6438
C  10.8597  4.6832  -11.1767
C  11.3043  5.4895  -12.2161
C  10.6802  6.6988  -12.4688
C  9.6022  7.1054  -11.6891
C  9.1575  6.3085  -10.6486
C  9.7886  5.1000  -10.3821
C  9.3205  4.2700  -9.2392
O  8.3785  4.6216  -8.5564
H  11.8145  -0.3431  -8.1970
H  10.0032  0.4639  -6.7173
H  8.8597  2.5878  -7.2065
H  12.5064  1.0064  -10.1447
H  12.1402  5.1713  -12.8239
H  11.0317  7.3278  -13.2761
H  9.1119  8.0483  -11.8929
H  8.3228  6.6254  -10.0387